Record 1
The following is a quantum chemistry calculation of a molecular structure, C3H12N2O, from the Open Molecules 2025 dataset.

Last column: Mulliken charge in e.
Positions of all 18 atoms, in Å:
C: 0.351 -1.227 -1.557  -0.590
C: -0.802 -1.492 0.079  -1.448
N: 1.517 -0.597 -1.264  -0.520
H: 2.192 -1.165 -0.767  0.249
H: 1.331 0.321 -0.759  0.499
H: 0.440 -2.255 -1.898  0.425
H: -0.356 -0.594 -2.082  0.301
H: -0.163 -2.080 0.741  0.296
H: -1.592 -0.930 0.588  0.412
H: -1.432 -2.218 -0.438  0.475
C: -0.031 1.626 1.724  -0.716
N: 0.196 1.152 0.377  -0.541
O: -0.815 1.725 -0.503  -0.386
H: -0.419 2.539 -0.834  0.299
H: -0.192 -0.043 0.334  0.381
H: -1.017 1.331 2.110  0.280
H: 0.744 1.190 2.359  0.339
H: 0.047 2.717 1.792  0.246

electronic energy	-306.06791	Eh
LUMO	1.03	eV
net charge	0
multiplicity	1
relative energy (zero: lowest compared OMol25 entry of this formula, charge and spin)	462.16	kJ/mol

***

Record 2
The following is a quantum chemistry calculation of 2 unconnected molecules or ions with the total composition C3H12N2O, from the Open Molecules 2025 dataset.

Last column: Mulliken charge in e.
Positions of all 18 atoms, in Å:
C: -0.357 1.235 0.870  -1.405
C: 0.220 0.021 0.161  0.637
N: -0.090 0.176 -1.296  -0.807
C: 1.729 -0.063 0.357  -0.899
N: 2.469 -0.934 -0.540  -0.608
H: -0.153 1.143 1.943  0.353
H: -1.439 1.292 0.774  0.302
H: 0.096 2.162 0.533  0.381
H: -0.194 -0.917 0.552  0.243
H: -1.100 -0.011 -1.311  0.294
H: 0.225 -0.692 -1.712  0.287
H: 2.171 0.938 0.237  0.387
H: 2.035 -0.280 1.387  0.354
H: 2.081 -1.867 -0.607  0.226
H: 2.638 -0.510 -1.414  0.254
O: -3.082 -0.590 -0.103  -0.583
H: -3.875 -0.812 -0.581  0.282
H: -3.375 -0.292 0.752  0.301

structure (SMILES)	C[C@@H](N)CN.O
electronic energy	-306.23703	Eh
LUMO	0.59	eV
net charge	0
multiplicity	1
relative energy (zero: lowest compared OMol25 entry of this formula, charge and spin)	18.14	kJ/mol

***

Record 3
The following is a quantum chemistry calculation of 3 unconnected molecules or ions with the total composition C3H12N2O, from the Open Molecules 2025 dataset.

Last column: Mulliken charge in e.
Positions of all 18 atoms, in Å:
C: 1.456 -2.245 -1.196  -0.423
C: 2.335 -1.228 -1.270  -0.348
H: 0.511 -2.080 -0.888  0.082
H: 1.826 -3.207 -1.077  0.306
H: 2.258 -0.217 -0.798  0.176
H: 3.247 -1.255 -1.909  0.208
N: -1.994 -0.238 1.124  -0.508
C: -1.744 -0.061 -0.250  -0.301
O: -0.465 0.703 -0.752  -0.545
H: -2.064 0.639 1.554  0.257
H: -1.265 -0.837 1.548  0.258
H: -2.527 0.568 -0.663  0.275
H: -1.507 -1.014 -0.776  0.248
H: -0.313 1.396 -0.051  0.353
N: 0.443 2.296 1.683  -0.750
H: 0.046 2.889 2.344  0.211
H: 0.887 1.463 2.198  0.248
H: 1.198 2.837 1.182  0.250

structure (SMILES)	C=C.NCO.N
electronic energy	-306.15463	Eh
LUMO	0.67	eV
net charge	0
multiplicity	1
relative energy (zero: lowest compared OMol25 entry of this formula, charge and spin)	234.50	kJ/mol

***

Record 4
The following is a quantum chemistry calculation of 2 unconnected molecules or ions with the total composition C3H12N2O, from the Open Molecules 2025 dataset.

Last column: Mulliken charge in e.
Positions of all 18 atoms, in Å:
N: -1.143 -1.870 -0.465  -0.593
C: -0.396 -1.129 0.606  -0.625
C: 0.482 -0.097 -0.148  0.123
C: 1.297 0.581 0.996  -0.591
N: 2.151 1.766 0.731  -0.565
H: -2.053 -2.352 -0.177  0.206
H: -0.642 -2.606 -0.752  0.210
H: 0.007 -1.966 1.287  0.296
H: -1.164 -0.518 1.146  0.345
H: 1.159 -0.509 -0.839  0.281
H: -0.226 0.680 -0.683  -0.087
H: 2.037 -0.265 1.408  0.247
H: 0.582 0.652 1.988  0.233
H: 3.164 1.516 0.189  0.278
H: 1.514 2.416 0.188  0.276
O: -2.527 1.578 -1.737  -0.698
H: -2.414 0.521 -1.348  0.354
H: -1.829 1.602 -2.391  0.310

structure (SMILES)	NCCCN.O
electronic energy	-306.15134	Eh
LUMO	0.87	eV
net charge	0
multiplicity	1
relative energy (zero: lowest compared OMol25 entry of this formula, charge and spin)	243.13	kJ/mol

***

Record 5
The following is a quantum chemistry calculation of 2 unconnected molecules or ions with the total composition C3H12N2O, from the Open Molecules 2025 dataset.

Last column: Mulliken charge in e.
Positions of all 18 atoms, in Å:
C: 0.319 -2.910 -2.211  -0.260
O: 0.890 -2.864 -0.927  -0.493
C: -0.620 -1.764 -2.505  -0.940
H: 1.101 -2.932 -2.960  0.270
H: -0.231 -3.831 -2.379  0.307
H: 1.309 -1.996 -0.824  0.268
H: -0.842 -1.761 -3.569  0.311
H: -1.522 -1.786 -1.898  0.256
H: -0.071 -0.829 -2.338  0.282
N: 0.083 1.936 1.012  -0.458
C: -0.050 2.766 2.186  -0.315
N: -0.463 2.065 3.370  -0.158
H: 0.309 2.593 0.267  0.292
H: 0.861 1.271 0.995  0.289
H: 0.885 3.247 2.564  0.315
H: -0.718 3.606 2.033  0.394
H: -1.449 1.819 3.501  0.326
H: 0.209 1.370 3.683  0.315

<S²>	0.76
electronic energy	-305.87141	Eh
LUMO (spin up / spin down)	-3.72 / -9.42	eV
net charge	+1
multiplicity	2
relative energy (zero: lowest compared OMol25 entry of this formula, charge and spin)	160.79	kJ/mol

***

Record 6
The following is a quantum chemistry calculation of 2 unconnected molecules or ions with the total composition C3H12N2O2, from the Open Molecules 2025 dataset.

Last column: Mulliken charge in e.
Positions of all 19 atoms, in Å:
C: -1.709 -0.896 0.842  -0.953
C: -1.547 0.153 -0.249  -0.634
C: -0.543 1.308 0.167  -0.184
N: -0.081 2.130 -0.913  -0.683
H: -2.636 -1.462 0.715  0.339
H: -0.878 -1.608 0.808  0.258
H: -1.702 -0.455 1.843  0.277
H: -2.515 0.659 -0.360  0.368
H: -1.363 -0.316 -1.222  0.341
H: -1.018 1.979 0.892  0.259
H: 0.309 0.841 0.667  0.223
H: 0.222 1.927 -1.870  0.235
H: 0.814 2.555 -0.652  0.213
O: 2.061 -1.015 0.941  -0.488
N: 1.758 -1.578 -0.366  -0.173
O: 2.646 -0.957 -1.320  -0.374
H: 2.276 -1.815 1.457  0.384
H: 0.803 -1.163 -0.607  0.271
H: 3.102 -0.286 -0.773  0.322

structure (SMILES)	CCCN.ONO
electronic energy	-381.34473	Eh
LUMO	0.78	eV
net charge	0
multiplicity	1
relative energy (zero: lowest compared OMol25 entry of this formula, charge and spin)	446.82	kJ/mol

***

Record 7
The following is a quantum chemistry calculation of 2 unconnected molecules or ions with the total composition C3H12N2O2, from the Open Molecules 2025 dataset.

Last column: Mulliken charge in e.
Positions of all 19 atoms, in Å:
C: 1.694 -0.485 0.967  -0.885
N: 0.654 -0.933 0.024  0.129
C: 1.190 -1.879 -0.970  -0.909
O: -0.426 -1.467 0.686  -0.748
H: 2.051 -1.344 1.537  0.340
H: 1.246 0.231 1.652  0.264
H: 2.521 -0.020 0.430  0.339
H: 0.133 -0.045 -0.467  0.554
H: 0.382 -2.157 -1.644  0.298
H: 2.009 -1.425 -1.528  0.341
H: 1.537 -2.775 -0.457  0.337
N: -1.395 0.534 -0.494  -0.529
C: -1.693 1.718 0.249  -0.352
O: -1.182 2.838 -0.471  -0.522
H: -1.359 -0.391 0.140  0.342
H: -1.981 0.455 -1.315  0.140
H: -2.777 1.856 0.420  0.325
H: -1.202 1.643 1.231  0.239
H: -1.403 3.644 0.009  0.297

structure (SMILES)	C[NH+](C)[O-].NCO
electronic energy	-381.38592	Eh
LUMO	0.88	eV
net charge	0
multiplicity	1
relative energy (zero: lowest compared OMol25 entry of this formula, charge and spin)	338.67	kJ/mol